Record 1
{"formula": "C35H37F3GeN4O5OsS", "method": "the ωB97M-V functional and the def2-TZVPD basis", "species": ["C", "F", "H", "H", "Ge", "C", "H", "O", "O", "H", "C", "C", "H", "H", "H", "H", "N", "C", "O", "H", "H", "C", "H", "C", "H", "C", "C", "C", "H", "F", "C", "H", "C", "H", "H", "O", "H", "N", "H", "C", "C", "H", "H", "C", "H", "H", "N", "C", "H", "F", "C", "C", "C", "C", "C", "C", "C", "H", "H", "H", "C", "H", "H", "C", "C", "H", "N", "H", "Os", "H", "C", "C", "H", "H", "S", "H", "C", "C", "H", "H", "C", "C", "C", "C", "O", "H", "C"], "xyz": [[-1.709522, 0.881688, -4.057922], [1.206921, -0.269306, 1.876017], [2.297891, 1.373422, 5.927227], [-3.950238, -0.021206, 2.666834], [1.331374, 2.198849, 0.851883], [-3.175563, -1.003861, -4.458451], [-1.687970, 4.380790, -2.217617], [-3.633574, -1.461625, -1.672430], [-1.776055, 2.652158, 0.566344], [0.855534, -5.047122, -2.985553], [-3.468602, -0.317302, 1.734841], [3.428267, 2.968534, 5.050922], [1.385553, -2.835210, -4.060313], [5.401538, -0.589594, -0.128544], [4.420997, 4.471017, 3.878525], [-1.186830, 1.525834, -3.366814], [0.183805, -1.765362, -2.776195], [0.400032, -0.642303, 0.834796], [-2.986580, 0.896611, -1.170977], [-0.523666, 0.028492, 3.173431], [-3.509074, -1.524061, -6.500714], [2.495874, 1.945254, 5.030095], [-0.761088, -5.026832, -1.061724], [-0.623512, -1.886129, -1.739918], [-1.455750, 1.066180, -8.026581], [0.806760, 4.786273, -0.614560], [0.712094, -2.908649, -3.215615], [3.218389, 2.325645, -1.380828], [3.958634, 3.205462, 5.963386], [-0.226652, -1.737368, 1.309216], [0.419092, -4.126714, -2.626648], [0.222318, 4.205487, 2.662306], [-2.536965, -0.132371, -3.573937], [-2.498403, -0.267212, -8.309481], [1.070858, 4.294991, -1.540873], [-0.678750, 2.223871, -1.245157], [-4.621850, -2.038034, 1.196084], [-1.004078, -2.981782, -1.104876], [3.373175, 0.015308, 1.087136], [-0.058698, 6.073918, 1.678692], [2.040073, 2.348784, 2.686798], [-2.032578, -0.619556, 3.809250], [-3.804086, -1.791996, -4.065669], [3.684487, 3.678704, 3.885812], [-3.211706, 3.835677, -1.472148], [1.135562, 0.802113, 3.883743], [-2.021703, 0.325830, -7.656710], [3.628381, 0.561335, 0.189375], [-0.408301, 6.564328, 2.577597], [1.246862, -1.081701, -0.106622], [0.290396, 4.732331, 1.717840], [1.819261, 1.633748, 3.856875], [-1.906302, 1.564529, 3.747622], [2.993230, 3.373710, 2.725588], [0.738412, 4.062524, 0.576991], [-1.540365, 1.034839, -5.411581], [-3.008889, -0.853629, -5.813968], [-2.954639, -2.104774, 0.641524], [-2.181004, 4.984317, -0.603589], [3.208165, 3.953884, 1.833642], [-1.590292, 0.185898, 3.221141], [6.061833, 0.663078, -2.159625], [-1.480349, 1.667559, 4.746708], [-0.466348, -4.113508, -1.563476], [-2.189894, 0.173410, -6.318461], [-0.187582, 7.840059, 0.462154], [-1.215345, -0.657165, -1.257811], [2.648808, 3.172648, -1.732654], [-1.044226, 0.724863, 0.170886], [-2.978054, 1.749815, 3.817157], [4.785077, 0.222063, -0.491356], [-1.509277, 2.991984, -0.626431], [-0.893837, 1.816346, -5.790360], [-1.465578, 2.326791, 3.105008], [-2.741258, -0.370976, -1.869306], [-3.323677, -2.384457, 2.348695], [-2.178131, 4.131173, -1.281346], [0.059356, 6.787325, 0.493330], [-3.870432, 0.285708, 0.926783], [0.574340, 6.680893, -1.586614], [0.490366, 6.137512, -0.654311], [4.378609, 1.988002, -2.062708], [5.158600, 0.928476, -1.626904], [-3.593647, -1.800512, 1.468307], [-2.051246, 0.017264, 1.860060], [4.674566, 2.561109, -2.931307], [2.814328, 1.606477, -0.256753]], "atomic_forces_ev_per_a": [[-0.008, -0.069, 0.017], [0.156, -0.022, 0.108], [-0.004, -0.009, 0.003], [0.022, 0.044, -0.044], [-0.210, 0.253, 0.140], [-0.050, -0.008, 0.175], [-0.004, 0.000, 0.011], [-0.263, -0.034, 0.170], [0.080, -0.158, 0.308], [0.000, 0.000, -0.003], [-0.109, -0.365, -0.007], [0.006, 0.012, -0.046], [0.009, 0.004, -0.021], [0.001, -0.008, 0.004], [0.004, 0.009, -0.001], [0.030, 0.061, 0.026], [0.075, -0.142, -0.020], [0.112, 0.183, 0.022], [-0.457, 0.158, 0.433], [0.080, -0.105, 0.096], [-0.004, -0.010, 0.004], [0.028, 0.030, -0.002], [-0.006, -0.008, 0.018], [-0.193, 0.405, 0.379], [-0.002, 0.007, 0.010], [0.046, -0.071, -0.052], [-0.058, 0.069, 0.075], [-0.134, -0.012, -0.067], [0.006, 0.005, 0.004], [-0.110, -0.178, 0.021], [0.038, -0.026, -0.040], [-0.003, 0.009, -0.002], [-0.154, -0.001, 0.018], [-0.015, -0.013, 0.006], [0.074, 0.012, 0.013], [-0.110, 0.067, 0.165], [-0.024, 0.014, 0.027], [0.182, -0.172, -0.239], [0.000, -0.005, -0.015], [0.012, -0.002, -0.033], [0.097, -0.059, 0.022], [-0.042, 0.042, -0.009], [0.005, 0.014, -0.022], [-0.002, -0.034, 0.076], [-0.008, -0.023, -0.008], [-0.076, -0.010, -0.022], [0.031, 0.013, 0.031], [-0.032, 0.073, 0.085], [0.001, 0.004, 0.005], [0.128, 0.012, -0.180], [-0.029, 0.014, 0.050], [-0.092, -0.070, 0.011], [-0.035, -0.005, 0.059], [-0.005, 0.031, -0.105], [0.090, 0.025, 0.019], [-0.030, -0.042, -0.057], [0.103, 0.121, -0.059], [0.006, -0.007, -0.005], [-0.006, -0.007, -0.028], [0.010, 0.001, 0.000], [0.115, 0.045, 0.121], [0.016, 0.002, -0.003], [-0.004, 0.008, -0.006], [-0.058, 0.120, 0.033], [-0.036, -0.035, 0.055], [-0.008, 0.011, 0.004], [-0.270, -0.186, 0.154], [-0.033, -0.042, -0.013], [-0.371, -0.380, -0.320], [-0.008, -0.019, -0.016], [0.000, 0.017, -0.029], [0.359, 0.075, -0.419], [-0.002, 0.003, -0.007], [0.023, 0.020, 0.009], [1.038, -0.184, -0.719], [0.011, 0.019, 0.018], [-0.042, 0.118, 0.014], [0.015, -0.056, -0.033], [0.020, 0.059, -0.042], [0.002, 0.001, -0.010], [0.004, 0.044, 0.058], [0.048, -0.041, -0.015], [-0.045, 0.026, 0.018], [-0.030, 0.005, 0.082], [0.042, 0.387, -0.447], [0.004, 0.004, -0.008], [0.052, -0.037, -0.004]], "max_force_ev_per_a": 1.28, "multiplicity": 2, "s_squared": 0.76, "lumo_energy_ev": [-3.50, -4.09], "relative_energy_kj_mol": 323.9, "charge": 1}


Record 2
{"formula": "C19H43NdOP3SSe", "method": "the ωB97M-V functional and the def2-TZVPD basis", "species": ["H", "H", "C", "H", "S", "H", "H", "H", "O", "H", "C", "H", "H", "C", "C", "H", "P", "H", "H", "C", "P", "H", "C", "C", "H", "H", "H", "H", "H", "H", "H", "H", "H", "H", "C", "C", "H", "H", "H", "H", "H", "C", "C", "C", "C", "H", "P", "H", "H", "H", "C", "H", "H", "H", "Nd", "C", "H", "C", "H", "H", "C", "H", "H", "C", "Se", "C", "H", "H", "H"], "xyz": [[2.031134, -1.836316, 2.995201], [3.470093, -1.227275, -7.934296], [-0.956628, 2.285755, -1.875034], [2.191032, -3.738333, -1.304776], [-0.488213, -0.221735, 3.427415], [-3.744580, -3.282218, -0.977124], [-2.230444, -3.451094, -3.130550], [2.679804, 1.041223, -8.675665], [-0.326816, -0.036513, 1.866019], [-0.447523, 1.153813, -3.657873], [2.015231, -0.154305, -5.000234], [3.169855, -4.142105, 0.144347], [3.447411, 3.647595, -0.257959], [-3.023998, -2.723784, -0.358344], [2.611199, -2.210524, 2.139128], [-3.925133, -0.441909, -1.844432], [-1.910040, -1.745265, -1.438311], [-2.227383, -1.814284, 2.991254], [2.230788, 2.403915, 2.678793], [1.655236, 1.145227, -5.410272], [1.568207, -2.448207, 0.658009], [-2.894694, -0.145926, 3.219909], [1.887031, 1.565456, -6.740203], [0.479865, -3.812199, 1.209538], [-2.298302, -1.096970, 4.631859], [3.039938, -3.192281, 2.393991], [1.192107, 1.838368, -4.719009], [1.841611, 3.382159, -1.032382], [-1.839356, 1.783240, 3.587016], [-0.619302, 3.034737, -1.144938], [2.979935, 0.787924, 2.701019], [-3.572870, -2.046550, 0.311207], [1.927586, 3.888030, 0.679496], [-2.445226, -3.428651, 0.254438], [2.514438, 0.702093, -7.649867], [4.057956, 0.981763, -0.308811], [3.424100, -1.495938, 1.943391], [4.390911, 0.049775, 0.168116], [-2.018964, 2.023172, -1.807740], [-0.066842, 2.116855, 3.772262], [3.926143, 0.789752, -1.381902], [2.675733, -0.988709, -5.926541], [-0.889680, 1.431264, 4.013282], [-2.156828, -0.882292, 3.565886], [2.711816, -3.328306, -0.435667], [-0.881786, -3.875283, -2.026211], [2.473390, 1.532540, 0.423198], [0.968669, 1.927399, -2.775024], [-0.621239, -2.652800, -3.292313], [4.810770, 1.767526, -0.156198], [2.418739, 3.284416, -0.099570], [-0.975176, 1.340886, 5.103749], [3.954943, 2.217294, 2.223914], [-3.610799, -1.622662, -3.163454], [0.220790, -0.146258, -0.274035], [2.958419, 1.751245, 2.175422], [0.894300, -0.168461, -2.332978], [-0.121617, 1.766914, -2.819595], [-0.138525, -4.188083, 0.380116], [3.008688, -1.985926, -5.639446], [2.937696, -0.571287, -7.233147], [1.130104, -4.620405, 1.581514], [-2.668568, -0.093190, -3.060040], [-3.149995, -0.893035, -2.479660], [1.802558, -1.095865, -3.204615], [-1.358396, -3.060997, -2.587142], [1.575309, 2.577375, -7.034887], [3.489985, -2.656044, -0.806163], [-0.192895, -3.487640, 2.017755]], "atomic_forces_ev_per_a": [[0.137, -0.170, -0.245], [-0.322, 0.249, 0.455], [0.638, -0.600, -0.475], [0.018, -0.044, 0.118], [-0.939, 0.637, -0.850], [0.272, 0.199, 0.214], [0.272, 0.065, 0.189], [0.002, -0.197, 0.372], [-0.066, -0.056, 0.354], [-0.215, -0.014, 0.307], [0.300, 0.333, -1.010], [-0.060, 0.157, -0.278], [-0.451, -0.042, 0.068], [0.064, 0.128, 0.398], [0.062, 0.284, 0.195], [0.179, -0.099, -0.207], [-1.358, -1.267, -0.693], [0.125, 0.220, 0.208], [0.249, -0.150, -0.117], [0.021, -0.414, 0.170], [0.561, -1.198, 0.411], [0.326, -0.205, 0.059], [0.120, -0.578, 0.451], [-0.287, 0.005, 0.025], [-0.094, -0.015, -0.164], [-0.064, 0.365, 0.006], [0.188, -0.044, -0.398], [0.331, 0.174, 0.238], [0.357, -0.206, 0.039], [0.080, -0.413, -0.203], [0.104, 0.235, -0.072], [0.050, -0.239, -0.164], [0.165, -0.158, -0.311], [-0.215, 0.120, -0.176], [-0.080, 0.108, 0.332], [-0.121, -0.288, -0.217], [-0.174, -0.295, 0.024], [-0.004, 0.230, -0.127], [0.281, 0.291, -0.429], [-0.179, -0.300, 0.098], [0.164, 0.080, 0.210], [-0.103, -0.265, 0.553], [0.204, 0.159, 0.156], [0.020, -0.241, 0.137], [0.199, -0.072, -0.194], [-0.100, 0.122, -0.157], [1.410, 0.918, 0.364], [-0.643, 0.474, -0.122], [-0.317, -0.240, 0.084], [-0.151, -0.291, -0.040], [-0.338, 0.155, -0.300], [0.013, 0.082, -0.157], [-0.349, -0.136, 0.003], [0.119, 0.310, 0.256], [-0.773, 0.896, 1.066], [-0.246, -0.207, 0.267], [1.050, -0.675, -2.115], [-0.495, 0.464, 1.461], [0.278, 0.054, 0.251], [-0.105, 0.131, 0.002], [-0.290, 0.648, -0.006], [-0.325, 0.195, -0.112], [-0.264, -0.251, -0.016], [0.092, 0.511, -0.035], [-0.233, 1.082, -0.113], [0.479, 0.078, -0.071], [0.191, -0.582, 0.133], [0.005, -0.089, 0.093], [0.238, -0.117, -0.191]], "max_force_ev_per_a": 2.46, "multiplicity": 4, "s_squared": 3.75, "lumo_energy_ev": [-9.47, -9.26], "charge": 3}


> Which formula does entry 1 have?

C35H37F3GeN4O5OsS